No. 1
A molecular structure, C20H46EuOP4Se at a distorted geometry, computed with wB97M-V/def2-TZVPD.

Element x y z (Å)
Eu  -0.080  0.178  0.520
P  -1.992  -0.864  2.627
P  0.778  -2.559  -0.063
P  -2.454  -0.899  -1.028
H  0.360  2.728  -1.010
C  -0.706  2.476  -1.032
C  -1.481  2.651  0.060
H  -1.060  2.964  1.030
C  -1.407  -0.308  4.270
C  -2.345  -2.624  3.013
C  -3.682  -0.137  2.666
C  1.849  -2.319  -1.535
C  2.040  -3.009  1.183
C  -0.111  -4.125  -0.376
C  -3.716  0.358  -1.463
C  -3.531  -2.343  -0.690
C  -1.825  -1.295  -2.713
H  -1.106  2.145  -1.990
H  -2.576  2.536  0.039
H  -1.157  0.759  4.225
H  -0.503  -0.861  4.550
H  -2.186  -0.469  5.033
H  -1.389  -3.138  3.189
H  -2.838  -3.103  2.156
H  -2.978  -2.723  3.909
H  -3.589  0.956  2.603
H  -4.200  -0.403  3.602
H  -4.266  -0.482  1.802
H  2.451  -3.219  -1.751
H  2.527  -1.469  -1.362
H  1.240  -2.058  -2.413
H  2.564  -3.939  0.901
H  1.552  -3.141  2.158
H  2.772  -2.195  1.293
H  0.576  -4.971  -0.538
H  -0.776  -4.018  -1.245
H  -0.752  -4.338  0.493
H  -4.367  -0.046  -2.251
H  -3.232  1.277  -1.814
H  -4.317  0.592  -0.577
H  -4.172  -2.542  -1.561
H  -4.164  -2.129  0.183
H  -2.918  -3.228  -0.480
H  -2.678  -1.406  -3.398
H  -1.242  -2.227  -2.697
H  -1.178  -0.478  -3.070
C  2.056  2.173  -4.818
C  1.392  3.080  -3.971
C  1.088  4.363  -4.405
C  1.476  4.793  -5.685
C  2.174  3.906  -6.530
C  2.465  2.607  -6.100
Se  2.358  0.382  -4.235
H  1.857  0.636  -2.839
H  1.106  2.755  -2.971
H  0.543  5.041  -3.743
H  1.242  5.802  -6.020
H  2.484  4.235  -7.518
H  3.003  1.920  -6.753
C  2.026  2.186  4.256
P  2.448  0.776  3.224
C  3.928  1.087  2.251
C  2.683  -0.690  4.248
O  1.297  0.524  2.254
H  1.890  3.088  3.642
H  2.802  2.381  5.006
H  1.070  2.011  4.771
H  4.804  1.217  2.896
H  4.110  0.251  1.560
H  3.798  1.984  1.628
H  1.762  -0.926  4.804
H  2.913  -1.570  3.627
H  3.490  -0.566  4.974

⟨S²⟩	12.066
HOMO-LUMO gap (spin up / spin down)	2.6792 / 4.7705	eV
energy relative to the best compared isomer or geometry (same formula, charge and spin)	0.0	kcal/mol
spin multiplicity	7
molar mass	657.4	g/mol
E_HOMO (spin up / spin down)	-14.5 / -14.5	eV
charge	+3
F_max	0.050	hartree/bohr
electronic energy	-145340.5926	eV

Mulliken atomic charge list, values in e, 4 entries:
1 Eu 0.2861
2 P 0.8378
3 P 0.7507
4 P 0.9235

=====

No. 2
2 unconnected molecules or ions with the total composition C3H5NO2S at a distorted geometry, computed with wB97M-V/def2-TZVPD.

Element x y z (Å)
C  1.515  1.136  0.058
C  1.023  -0.135  -0.338
S  1.269  -1.461  0.784
O  0.155  -2.638  0.422
H  1.592  2.024  -0.631
H  2.105  1.055  0.953
H  0.336  -0.237  -1.144
H  0.291  -3.269  -0.255
N  -1.721  0.523  0.478
C  -2.371  1.243  -0.194
O  -2.824  2.178  -0.743
H  -1.370  -0.419  0.610

SMILES	C=CSO.N=C=O
HOMO-LUMO gap	8.7854	eV
energy relative to the best compared isomer or geometry (same formula, charge and spin)	56.0	kcal/mol
molar mass	119.1	g/mol
E_HOMO	-8.6	eV
charge	0
F_max	0.087	hartree/bohr
electronic energy	-19610.0847	eV

Mulliken atomic charge list, values in e, 4 entries:
1 C -0.6603
2 C -0.2422
3 S 0.0832
4 O -0.4892

=====

No. 3
CH4N2S in the gas phase at a distorted geometry, computed with wB97M-V/def2-TZVPD.

Element x y z (Å)
C  -0.930  -0.271  -0.140
N  1.364  0.169  -0.012
N  0.037  0.491  -0.179
S  -2.625  0.069  -0.021
H  -0.937  -1.320  -0.353
H  1.802  -0.604  -0.638
H  1.845  1.047  0.032
H  -2.638  1.361  0.255

⟨S²⟩	2.007
HOMO-LUMO gap (spin up / spin down)	5.7597 / 7.2965	eV
energy relative to the best compared isomer or geometry (same formula, charge and spin)	31.0	kcal/mol
spin multiplicity	3
molar mass	76.1	g/mol
E_HOMO (spin up / spin down)	-4.8 / -9.2	eV
charge	0
F_max	0.252	hartree/bohr
electronic energy	-14911.3838	eV

Mulliken atomic charge list, values in e, 4 entries:
1 C -0.1694
2 N -0.3370
3 N -0.3634
4 S -0.1677